Record 1
C22H20IrN5O4S2 as an isolated structure, computed with ωB97M-V/def2-TZVPD.

Summary:
Kohn-Sham gap (alpha / beta): 5.88 / 5.88 eV
LUMO level (alpha / beta): -1.50 / -1.50 eV
HOMO energy (alpha / beta): -7.3793 / -7.3797 eV
charge: 0
ΔE to the lowest compared entry with this formula, charge and spin: 57.3 kcal/mol

Geometry as XYZ:
```
54
Properties=species:S:1:pos:R:3:mulliken_charge:R:1
Ir 0.32 1.28 -0.24 1.72
N -1.83 3.23 2.87 -0.44
C -0.89 2.51 2.24 0.63
S 0.06 3.33 1.05 -0.40
N -0.68 1.27 2.64 -1.48
N 0.16 0.57 1.91 0.48
C 0.60 -0.62 2.16 0.62
C 0.23 -1.43 3.33 0.32
C 1.21 -2.06 4.09 -0.19
C 0.86 -2.79 5.21 -0.83
C -0.47 -2.93 5.57 -0.40
C -1.45 -2.31 4.81 -0.78
C -1.11 -1.54 3.71 -0.24
C 1.54 -1.11 1.15 0.17
C 1.95 -2.44 1.07 -0.53
C 2.86 -2.82 0.10 -0.66
C 3.35 -1.85 -0.77 -0.67
C 2.87 -0.55 -0.65 -0.12
N 1.97 -0.19 0.26 -0.42
H -2.13 4.08 2.43 0.25
H -2.48 2.75 3.47 0.25
H 2.25 -1.96 3.80 0.55
H 1.63 -3.24 5.81 0.39
H -0.74 -3.51 6.44 0.39
H -2.49 -2.41 5.09 0.39
H -1.88 -1.04 3.14 0.44
H 1.54 -3.16 1.75 0.60
H 3.17 -3.84 0.01 0.44
H 4.08 -2.09 -1.52 0.42
H 3.20 0.23 -1.33 0.43
C 1.59 1.65 -5.64 -1.57
C 0.54 1.71 -4.57 0.82
C -0.62 0.95 -4.67 -0.49
C -1.60 1.02 -3.70 -0.69
C -1.43 1.87 -2.62 0.23
C -0.28 2.64 -2.49 -1.11
C 0.69 2.57 -3.48 -0.54
S -2.58 1.80 -1.26 1.35
O -2.57 3.06 -0.57 -0.63
O -3.85 1.29 -1.70 -0.78
N -1.82 0.70 -0.30 -0.23
C -2.09 -0.63 -0.50 -0.68
C -1.01 -1.28 -1.62 0.47
O -1.40 -2.29 -2.12 -0.75
O 0.03 -0.62 -1.71 -0.55
H 1.41 0.83 -6.33 0.37
H 2.59 1.55 -5.22 0.34
H 1.57 2.58 -6.21 0.36
H -0.75 0.29 -5.52 0.36
H -2.50 0.42 -3.75 0.49
H -0.25 3.40 -1.72 0.92
H 1.57 3.19 -3.40 0.46
H -3.10 -0.82 -0.88 0.50
H -1.85 -1.24 0.38 0.00
```


Record 2
A 13-piece molecular cluster, C21H56O16 overall, computed with ωB97M-V/def2-TZVPD.

Summary:
Kohn-Sham gap: 9.00 eV
LUMO level: 0.31 eV
HOMO energy: -8.6914 eV
charge: 0

Geometry as XYZ:
```
93
Properties=species:S:1:pos:R:3:mulliken_charge:R:1
O -3.38 -0.23 -8.32 -0.50
C -2.57 0.46 -7.76 0.70
O -3.04 1.33 -6.76 -0.48
O -1.23 0.55 -8.02 -0.20
C -0.63 -0.65 -8.51 -0.52
C 0.49 -1.27 -7.59 0.51
O 1.30 -1.97 -8.17 -0.58
C 0.60 -1.10 -6.06 0.65
C 1.93 -1.39 -5.47 -0.43
C 2.08 -1.27 -3.97 -0.55
C 0.98 -0.88 -3.09 -0.59
C -0.33 -0.61 -3.71 -0.44
C -0.51 -0.73 -5.16 -0.23
H -3.08 0.87 -5.90 0.38
H -1.33 -1.48 -8.78 0.32
H -0.10 -0.38 -9.47 0.33
H 2.80 -1.69 -6.09 0.36
H 3.06 -1.51 -3.49 0.35
H 1.07 -0.79 -1.98 0.59
H -1.20 -0.30 -3.07 0.32
H -1.52 -0.54 -5.58 -0.10
C 5.81 -2.93 -5.98 -0.39
O 4.92 -3.31 -4.94 -0.45
H 5.47 -1.99 -6.40 0.03
H 6.82 -2.81 -5.58 0.30
H 5.81 -3.69 -6.77 0.28
H 5.24 -4.15 -4.60 0.27
C 3.00 1.86 -6.90 -0.63
O 3.55 0.57 -6.64 -0.36
H 2.05 1.95 -6.36 0.20
H 3.69 2.63 -6.54 0.29
H 2.82 1.98 -7.97 0.28
H 4.38 0.51 -7.12 0.24
C 1.13 0.50 1.39 -0.16
O 0.27 -0.12 0.43 -0.37
H 2.14 0.54 0.98 0.27
H 0.78 1.52 1.59 0.11
H 1.13 -0.08 2.31 0.00
H -0.61 -0.14 0.81 0.22
C -2.45 2.46 0.46 -0.50
O -2.85 1.45 1.37 -0.48
H -1.42 2.27 0.15 0.17
H -3.10 2.45 -0.42 0.30
H -2.50 3.44 0.94 0.24
H -3.76 1.64 1.63 0.27
C 0.09 -2.00 4.57 -0.17
O 0.63 -0.69 4.39 -0.52
H -0.36 -2.33 3.63 0.11
H 0.89 -2.70 4.84 0.03
H -0.67 -1.99 5.35 0.28
H 1.02 -0.43 5.23 0.26
C -1.30 -4.37 -3.01 -0.52
O -1.14 -3.25 -2.15 -0.43
H -2.26 -4.84 -2.79 0.24
H -1.29 -4.04 -4.05 0.18
H -0.49 -5.09 -2.83 0.26
H -0.29 -2.85 -2.36 0.27
C 1.97 4.53 2.97 -0.48
O 1.11 3.91 2.02 -0.48
H 2.98 4.57 2.57 0.27
H 1.62 5.55 3.17 0.17
H 1.97 3.95 3.90 0.24
H 0.23 3.89 2.40 0.26
C -2.74 -4.76 4.21 -0.57
O -1.76 -4.54 5.22 -0.46
H -2.41 -4.27 3.29 0.24
H -2.84 -5.83 4.03 0.25
H -3.70 -4.34 4.52 0.23
H -2.08 -4.98 6.02 0.27
C 0.03 7.11 5.59 -0.48
O -0.40 6.43 4.41 -0.49
H 0.29 6.37 6.34 0.29
H 0.91 7.71 5.36 0.23
H -0.77 7.74 5.96 0.17
H -0.62 7.10 3.76 0.28
C -6.11 -5.45 6.52 -0.54
O -5.72 -6.01 5.27 -0.47
H -5.62 -4.48 6.64 0.21
H -7.19 -5.31 6.55 0.29
H -5.80 -6.11 7.33 0.26
H -6.16 -6.86 5.19 0.28
C 0.08 11.20 4.45 -0.54
O -0.33 10.19 5.36 -0.45
H 1.10 11.00 4.14 0.22
H -0.57 11.20 3.57 0.26
H 0.04 12.18 4.93 0.25
H -1.24 10.39 5.62 0.28
C 2.23 -5.06 6.58 -0.52
O 1.03 -5.66 6.10 -0.45
H 3.04 -5.77 6.48 0.24
H 2.45 -4.16 5.99 0.21
H 2.11 -4.79 7.63 0.23
H 0.32 -5.01 6.21 0.31
```